Molecular formula: C58H63N7O7S2Ti
Method: DFT, ωB97M-V/def2-TZVPD

The multiplicity is 3. The net charge is -2. The energy above the lowest of the compared OMol25 structures with the same formula, charge and spin is 0.0000 eV. The calculation puts the max |F| at 1.48 eV Å⁻¹.

Element x y z (Å)
Ti: -0.393 0.297 0.858
C: 0.359 1.174 5.081
O: 1.470 1.503 4.245
C: 1.066 1.256 2.966
N: -0.235 1.028 2.820
C: -0.861 1.161 4.127
C: -1.701 2.408 4.311
C: -3.043 2.321 4.656
C: -3.784 3.466 4.925
C: -3.181 4.712 4.868
C: -1.837 4.808 4.525
C: -1.107 3.667 4.240
C: 1.975 1.323 1.897
C: 3.366 1.405 2.120
C: 4.203 1.428 1.014
C: 3.673 1.523 -0.248
C: 2.256 1.588 -0.436
N: 1.399 1.317 0.635
C: 1.786 2.079 -1.677
N: 0.589 2.199 -2.175
C: 0.684 3.063 -3.344
C: 2.192 3.363 -3.485
O: 2.816 2.559 -2.505
C: 0.090 2.451 -4.595
C: 0.700 1.356 -5.205
C: 0.156 0.784 -6.343
C: -1.010 1.302 -6.895
C: -1.625 2.389 -6.296
C: -1.076 2.958 -5.153
H: 0.532 0.197 5.530
H: 0.277 1.948 5.845
H: -1.487 0.287 4.327
H: -3.513 1.346 4.704
H: -4.835 3.381 5.178
H: -3.756 5.607 5.074
H: -1.362 5.780 4.460
H: -0.064 3.744 3.959
H: 3.736 1.346 3.131
H: 5.279 1.387 1.147
H: 4.312 1.605 -1.115
H: 0.127 3.990 -3.147
H: 2.589 3.101 -4.468
H: 2.417 4.415 -3.280
H: 1.606 0.942 -4.771
H: 0.637 -0.077 -6.792
H: -1.447 0.843 -7.773
H: -2.548 2.785 -6.703
H: -1.574 3.788 -4.667
C: 1.980 -8.072 3.958
C: 1.904 -6.579 3.771
C: 1.508 -5.744 4.808
C: 1.410 -4.371 4.624
C: 1.710 -3.812 3.392
C: 2.120 -4.634 2.352
C: 2.214 -6.002 2.541
S: 1.621 -2.025 3.151
O: 2.902 -1.657 2.596
O: 1.322 -1.534 4.492
N: 0.471 -1.762 2.113
C: -0.791 -2.305 2.627
C: -1.823 -2.282 1.517
O: -2.714 -3.123 1.463
O: -1.676 -1.310 0.682
H: 1.994 -8.335 5.016
H: 2.878 -8.482 3.492
H: 1.120 -8.568 3.503
H: 1.268 -6.174 5.775
H: 1.099 -3.715 5.426
H: 2.384 -4.196 1.397
H: 2.538 -6.631 1.718
H: -1.187 -1.717 3.469
H: -0.709 -3.341 2.976
N: -3.030 0.039 -3.390
N: -1.873 0.178 -2.559
H: -3.472 -0.830 -3.112
H: -3.701 0.775 -3.166
H: -2.095 0.361 -1.581
H: -1.345 0.991 -2.849
O: 0.388 -0.685 -0.911
S: -0.312 -1.862 -1.583
C: 0.303 -1.881 -3.297
C: 1.761 -1.798 -3.627
C: 2.489 -0.662 -3.284
C: 3.815 -0.535 -3.659
C: 4.436 -1.546 -4.382
C: 3.721 -2.685 -4.722
C: 2.391 -2.807 -4.348
C: 0.514 -3.308 -0.846
C: 1.996 -3.496 -0.949
C: 2.512 -4.685 -1.455
C: 3.880 -4.917 -1.463
C: 4.746 -3.953 -0.966
C: 4.237 -2.764 -0.461
C: 2.871 -2.534 -0.446
H: -0.220 -1.006 -3.688
H: -0.170 -2.767 -3.728
H: 2.011 0.108 -2.695
H: 4.361 0.354 -3.374
H: 5.476 -1.450 -4.671
H: 4.201 -3.486 -5.272
H: 1.837 -3.703 -4.607
H: -0.041 -4.169 -1.226
H: 0.257 -3.164 0.211
H: 1.833 -5.440 -1.837
H: 4.268 -5.850 -1.856
H: 5.815 -4.133 -0.965
H: 4.894 -2.009 -0.050
H: 2.482 -1.621 -0.018
C: -4.697 -0.749 -0.172
C: -4.691 0.622 0.510
C: -4.244 0.558 1.966
C: -3.999 1.705 -0.312
C: -4.802 2.307 -1.279
C: -4.395 3.417 -1.999
C: -3.213 4.027 -1.600
C: -2.393 3.491 -0.619
C: -1.419 4.483 0.007
C: -0.169 3.970 0.699
C: -2.242 5.315 1.004
C: -2.662 2.177 -0.117
N: -1.670 1.417 0.427
H: -5.223 -1.483 0.442
H: -3.685 -1.120 -0.309
H: -5.199 -0.683 -1.142
H: -5.738 0.954 0.545
H: -3.211 0.244 2.054
H: -4.873 -0.148 2.515
H: -4.335 1.544 2.427
H: -5.790 1.886 -1.452
H: -5.013 3.839 -2.782
H: -2.941 4.993 -2.019
H: -1.109 5.159 -0.801
H: -0.422 3.375 1.575
H: 0.441 4.823 1.016
H: 0.412 3.338 0.041
H: -2.629 4.666 1.792
H: -3.093 5.794 0.515
H: -1.624 6.087 1.472

Atomic partial charges in e from the Mulliken method, atoms 1 to 5: 0.0760 -0.8317 -0.6347 -0.0981 1.6747